A 11-piece molecular cluster, C46H119N5O16 overall. Source: the Open Molecules 2025 dataset; level of theory: ωB97M-V with the def2-TZVPD basis set.

Results
- DFT total energy: -3301.3109 Ha
- E_LUMO: 0.0132 Ha
- ΔE to the lowest compared entry with this formula, charge and spin: 43.2 kJ/mol
- Structure (SMILES): COCCNCCOC.COCCNCCOC.COCCNCCOC.COCCNCCOC.COCCNCCOC.CC(C)O.CC(C)O.CC(C)O.CC(C)O.CCO.CCO
- Multiplicity: 1

Cartesian coordinates (Å):
C 22.28 19.14 22.66
C 23.03 18.16 21.82
C 23.92 17.19 22.58
O 22.10 17.32 20.98
H 21.57 18.62 23.36
H 21.76 19.89 22.10
H 22.98 19.71 23.25
H 23.59 18.69 21.03
H 24.69 17.81 23.14
H 24.45 16.54 21.90
H 23.29 16.54 23.17
H 21.78 17.86 20.23
C 21.32 8.10 22.07
C 20.90 9.37 21.30
C 19.90 9.01 20.15
O 20.07 10.25 22.13
H 21.93 8.37 22.96
H 21.91 7.34 21.52
H 20.40 7.66 22.41
H 21.76 9.95 20.90
H 19.00 8.56 20.52
H 20.33 8.44 19.33
H 19.60 10.02 19.71
H 20.69 10.49 22.81
C 19.87 17.57 18.07
C 20.01 18.94 18.69
C 19.05 19.12 19.82
O 21.30 19.24 19.25
H 20.56 17.35 17.24
H 18.84 17.57 17.77
H 19.92 16.70 18.77
H 19.68 19.60 17.87
H 19.23 18.34 20.58
H 18.02 18.90 19.42
H 19.07 20.11 20.27
H 21.93 19.37 18.55
C 23.84 14.68 17.09
C 24.50 14.29 18.46
C 24.73 15.46 19.34
O 23.85 13.29 19.20
H 24.44 15.46 16.61
H 22.81 15.04 17.27
H 23.74 13.82 16.43
H 25.46 13.80 18.24
H 25.39 16.21 18.86
H 25.10 15.14 20.33
H 23.77 15.84 19.64
H 22.97 13.63 19.47
C 16.58 14.53 21.81
O 17.05 13.86 23.00
C 16.89 12.45 22.96
C 17.38 11.81 24.23
N 16.46 12.13 25.36
C 16.73 11.27 26.52
C 15.87 11.76 27.71
O 16.17 13.13 28.01
C 15.36 13.62 29.01
H 15.49 14.34 21.67
H 17.03 14.06 20.94
H 16.86 15.62 21.86
H 17.42 12.08 22.14
H 15.83 12.28 22.82
H 18.46 12.06 24.49
H 17.29 10.78 24.01
H 16.65 13.11 25.56
H 17.78 11.20 26.80
H 16.33 10.29 26.39
H 16.01 11.21 28.67
H 14.85 11.60 27.33
H 15.62 13.20 29.96
H 14.30 13.50 28.80
H 15.54 14.68 29.12
C 25.01 12.15 23.09
O 26.29 12.60 22.66
C 26.44 12.28 21.26
C 27.84 12.35 20.88
N 28.38 13.72 20.68
C 29.80 13.77 20.57
C 30.34 13.61 19.17
O 30.42 12.23 18.72
C 31.53 11.56 19.38
H 25.06 11.07 23.15
H 24.14 12.43 22.38
H 24.90 12.51 24.10
H 25.79 12.95 20.71
H 26.04 11.26 21.08
H 28.00 11.75 19.99
H 28.34 11.90 21.74
H 28.13 14.28 21.47
H 30.27 12.98 21.21
H 30.19 14.73 20.95
H 31.37 13.88 19.31
H 29.78 14.21 18.51
H 31.67 10.58 18.92
H 31.34 11.38 20.44
H 32.44 12.15 19.25
C 18.38 12.84 15.72
O 17.57 11.73 16.06
C 16.87 11.83 17.34
C 16.51 10.43 17.86
N 16.12 10.53 19.26
C 15.96 9.27 19.98
C 14.53 9.11 20.48
O 14.32 10.03 21.56
C 13.02 9.90 22.05
H 17.74 13.68 15.47
H 19.08 12.58 14.96
H 18.88 13.19 16.64
H 15.94 12.37 17.15
H 17.57 12.39 18.07
H 17.32 9.70 17.69
H 15.71 10.04 17.22
H 16.60 11.18 19.79
H 16.60 9.21 20.85
H 16.22 8.38 19.29
H 14.31 8.07 20.90
H 13.75 9.25 19.73
H 13.03 10.64 22.85
H 12.74 8.95 22.52
H 12.26 10.13 21.34
C 20.03 8.97 9.71
O 20.46 8.12 10.78
C 19.35 7.53 11.43
C 19.83 7.00 12.75
N 20.24 8.03 13.70
C 19.28 8.64 14.66
C 19.99 9.34 15.77
O 20.93 10.24 15.20
C 21.73 10.83 16.23
H 19.38 9.74 10.07
H 19.52 8.39 8.95
H 20.97 9.34 9.34
H 18.92 6.78 10.72
H 18.59 8.32 11.58
H 20.73 6.37 12.67
H 19.04 6.36 13.22
H 20.93 8.65 13.36
H 18.64 7.78 14.95
H 18.61 9.39 14.16
H 20.52 8.56 16.43
H 19.24 9.86 16.44
H 22.51 11.38 15.73
H 22.16 10.02 16.82
H 21.07 11.47 16.89
C 17.72 17.55 24.16
O 18.98 17.13 24.64
C 19.54 16.11 23.84
C 20.71 15.50 24.56
N 21.57 14.63 23.69
C 21.17 13.26 23.50
C 21.73 12.42 24.66
O 21.47 11.09 24.42
C 21.50 10.26 25.51
H 17.43 18.43 24.68
H 16.92 16.85 24.48
H 17.77 17.78 23.12
H 19.83 16.60 22.94
H 18.82 15.31 23.64
H 20.46 14.83 25.41
H 21.45 16.20 24.98
H 21.72 15.08 22.79
H 21.64 12.92 22.59
H 20.11 13.10 23.46
H 21.15 12.67 25.51
H 22.78 12.66 24.83
H 21.67 9.24 25.11
H 20.58 10.36 26.15
H 22.35 10.60 26.15
C 25.59 10.04 17.79
C 24.60 9.48 18.82
O 23.52 10.36 19.04
H 25.11 10.40 16.93
H 26.38 9.33 17.50
H 26.23 10.92 18.10
H 25.09 9.30 19.77
H 24.17 8.60 18.35
H 23.86 11.27 18.91
C 20.02 12.81 19.91
C 20.08 14.29 20.07
O 21.53 14.67 19.84
H 20.56 12.36 20.74
H 20.45 12.50 18.92
H 19.04 12.32 19.99
H 19.79 14.64 21.09
H 19.50 14.79 19.32
H 21.71 15.53 20.32